(1)
ORCA calculation (ωB97M-V/def2-TZVPD) on C40H50N3O2P2Rh as an isolated structure.

The multiplicity is 5. As for the HOMO-LUMO gap (spin up / spin down): 7.10 / 5.00 eV. The expectation value of S² is 6.06. For the electronic energy, the calculation gives -72442.58950 eV. As for the HOMO energy (spin up / spin down): -6.581 / -6.931 eV. As for the total charge: 0.

Cartesian coordinates (Å):
H  -4.043  -2.043  0.255
C  3.117  4.126  -1.255
H  -2.663  2.630  -1.013
H  -2.936  -1.787  3.810
C  -3.186  -0.851  1.895
N  0.092  1.878  0.563
H  0.157  4.583  0.319
H  -5.356  1.148  -1.206
C  1.091  0.215  -2.899
C  -3.305  -3.974  -3.870
O  1.004  -0.317  2.369
H  -3.693  -5.965  -4.567
H  5.010  -1.015  0.231
C  -2.585  -3.189  -2.981
C  -2.383  -1.100  3.166
H  1.987  5.857  -0.668
C  -1.700  -3.770  -2.081
H  4.331  -1.056  5.242
C  4.414  -0.408  -2.393
C  -3.578  3.821  4.472
H  -2.689  -2.113  -2.981
H  2.683  1.180  -4.040
H  1.415  2.283  -3.512
H  1.520  -4.205  1.227
C  2.029  4.775  -0.669
H  -3.891  1.798  2.693
H  -4.787  1.902  0.277
P  -2.240  0.220  0.744
C  4.252  4.908  -1.845
H  -3.245  1.806  -2.462
H  -1.661  1.402  -1.794
H  -4.124  -0.347  2.153
H  0.759  -1.936  -2.794
H  2.593  0.357  4.209
C  3.078  2.739  -1.340
C  -3.496  -2.174  1.189
C  -2.246  -5.936  -2.982
H  3.916  5.501  -2.697
C  -0.397  3.396  2.451
H  0.526  -1.234  -4.388
H  -2.195  -0.184  3.727
H  4.672  5.601  -1.114
C  1.611  1.272  -3.866
H  3.167  -1.672  -1.208
H  3.966  -0.633  -3.356
C  -0.752  2.392  1.535
C  1.004  4.059  -0.098
C  1.878  -1.140  2.867
H  -3.707  4.901  4.385
C  3.873  -2.790  4.050
C  -3.136  -5.350  -3.872
C  3.698  -1.463  4.463
H  -1.008  4.603  4.095
C  -3.340  0.594  -0.677
C  -0.946  -2.887  -1.120
H  0.612  3.780  2.462
H  -3.331  -0.340  -1.247
C  -2.013  1.773  1.669
H  3.161  -4.301  2.726
C  1.290  -3.153  1.410
C  2.057  -2.491  2.453
N  0.351  -2.636  0.698
H  4.816  0.601  -2.438
H  4.630  -3.415  4.500
C  -2.598  3.312  3.456
C  2.039  1.981  -0.822
C  -1.307  3.840  3.387
Rh  0.078  -0.480  0.436
C  -2.684  1.671  -1.536
H  -3.230  3.615  5.485
C  1.147  -1.195  -3.492
H  5.267  -1.078  -2.263
H  1.113  1.153  -4.831
H  -2.576  -2.713  0.962
N  -0.264  -3.523  -0.200
C  -2.918  2.267  2.599
H  -0.844  -5.595  -1.385
H  5.051  4.251  -2.186
C  2.732  -0.669  3.895
H  -1.412  -1.548  2.940
H  -2.108  -7.010  -2.981
H  -4.554  3.353  4.351
C  -4.767  0.977  -0.303
H  -3.995  -3.510  -4.562
C  1.025  2.644  -0.077
O  -1.066  -1.631  -1.286
H  2.155  -1.481  -3.784
C  -1.533  -5.153  -2.089
H  3.520  -0.441  0.967
H  -4.099  -2.806  1.844
P  1.803  0.201  -1.185
C  3.460  -0.612  -1.216
C  4.174  -0.325  0.106
H  -5.270  0.200  0.273
H  3.878  2.245  -1.871
H  4.571  0.692  0.120
H  0.036  0.416  -2.686
C  3.050  -3.276  3.062

Atom charges from the Mulliken analysis, given in e for atoms 1 to 5:
1 H 0.347
2 C 0.653
3 H 0.270
4 H 0.531
5 C 0.356


(2)
ORCA calculation (ωB97M-V/def2-TZVPD) on C40H51ClN6O5SSeSr as an isolated structure.

As for the HOMO-LUMO gap: 4.46 eV. The energy above the lowest of the compared OMol25 structures with the same formula, charge and spin comes out at 43.44 kJ/mol. For the electronic energy, the calculation gives -151031.22963 eV. As for the HOMO energy: -0.667 eV. As for the total charge: -2.

Cartesian coordinates (Å):
C  2.493  -0.821  3.580
C  2.409  3.507  -3.991
C  3.155  -1.961  1.437
C  0.525  2.733  3.493
Cl  -0.894  -3.238  4.151
H  -4.403  -0.489  2.203
C  3.960  -0.023  0.434
C  2.869  -2.048  2.798
N  -3.803  2.249  -1.349
C  3.866  -2.957  -0.767
C  -2.907  -1.770  3.065
C  3.721  1.233  -0.369
H  -5.257  2.093  2.623
H  -1.682  3.665  0.641
H  5.797  0.462  1.437
C  -4.501  2.863  2.435
N  -3.101  -4.563  -0.647
H  1.918  -0.120  2.974
H  -3.586  -2.360  3.666
H  -1.885  -2.977  -0.090
H  -4.404  2.945  1.347
H  -0.809  4.657  1.806
H  3.337  -5.389  3.180
H  -3.081  -5.181  -1.449
H  4.060  0.772  -3.439
H  1.819  -4.198  -1.878
H  1.415  -5.778  -1.116
H  4.787  -2.389  -0.931
C  1.781  4.767  -2.050
C  0.377  -4.100  -0.243
C  3.078  1.075  -3.816
C  -3.355  -0.752  2.250
H  5.454  -1.275  1.340
C  2.950  -3.295  3.412
H  -4.996  0.899  4.400
C  -0.913  0.713  5.444
H  1.895  -1.085  4.452
C  -2.431  -3.307  -0.981
H  3.061  -2.439  -1.294
C  2.636  2.378  -3.212
O  -0.934  -3.178  -4.333
H  3.890  -5.190  0.776
H  -2.552  4.823  1.636
C  3.316  -4.421  2.697
C  -3.390  -2.220  -1.393
H  -2.758  0.806  0.883
H  0.748  3.687  3.006
H  2.694  -3.375  4.462
C  -1.939  3.068  2.730
C  3.554  -3.086  0.698
H  -2.553  -5.013  0.081
H  5.748  1.861  -0.728
H  3.144  1.161  -4.902
C  -0.953  2.478  3.543
Sr  -0.477  -0.830  -1.125
C  1.993  3.662  -1.236
O  -0.321  -4.778  0.524
H  -1.531  -0.150  5.714
C  1.039  -4.802  -1.422
C  -1.542  -2.004  3.110
O  -2.997  -1.168  -1.844
C  -1.734  4.093  1.650
C  -0.691  -1.269  2.314
C  -4.025  0.846  4.901
H  4.544  3.146  -0.920
Se  -0.952  2.043  -2.237
H  -1.703  -3.406  -1.793
H  1.410  5.681  -1.601
H  -0.691  1.246  6.382
C  2.434  2.479  -1.835
H  1.346  4.688  0.529
H  6.019  -0.384  -0.088
H  -4.931  3.812  2.787
C  -1.591  1.568  4.413
S  0.188  -2.215  -4.443
H  2.575  3.456  0.841
O  0.527  -2.834  -0.176
C  5.392  -0.330  0.804
C  3.624  -4.308  1.348
H  1.080  1.964  2.933
C  -2.978  1.607  4.146
C  1.989  4.697  -3.418
H  0.968  2.771  4.496
C  -2.700  2.155  -1.690
C  4.817  2.272  -0.335
H  -3.777  -0.221  5.006
H  -4.673  -3.407  -0.834
H  0.041  0.315  5.081
N  2.648  1.324  -1.035
N  2.967  -0.736  0.756
H  5.009  2.583  0.695
H  3.382  -0.288  3.931
C  -2.433  -0.017  1.513
H  2.548  3.438  -5.064
N  0.672  -1.491  -3.268
C  1.700  3.702  0.234
C  -3.192  2.525  3.090
H  1.795  5.561  -4.042
N  -1.132  -0.296  1.508
H  2.376  0.273  -3.576
H  0.917  2.981  0.485
H  0.271  -4.958  -2.186
O  -4.675  -2.504  -1.222
H  0.364  -1.509  2.275
H  -4.176  1.225  5.921
H  4.000  -3.941  -1.215

Atom charges from the Mulliken analysis, given in e for atoms 1 to 5:
1 C -1.184
2 C -1.027
3 C -0.227
4 C -1.169
5 Cl -0.319


Q: Which of these has the highest electronic energy?
A: C40H50N3O2P2Rh


Q: Which formula does entry 2 have?
A: C40H51ClN6O5SSeSr


Q: Which of these has the highest electronic energy?
A: C40H50N3O2P2Rh


Q: The highest electronic energy belongs to which entry?
A: C40H50N3O2P2Rh